15 unconnected molecules or ions with the total composition C66H66Br2F10N4O8 in a non-equilibrium geometry, computed with ωB97M-V/def2-TZVPD.

Structure (ORCA input):
```
! RIJCOSX wB97M-V def2-TZVPD def2/J DEFGRID3
* xyz 0 1
C -3.1346 -2.6705 0.2512
N -4.0588 -1.5224 0.1302
O -3.5738 -0.4529 0.3794
O -5.2317 -1.8120 -0.0144
H -2.2060 -2.1376 0.4560
H -3.2718 -3.2604 -0.6550
H -3.3984 -3.3455 1.0653
C -0.0806 -4.1322 2.7870
N -0.0155 -2.6650 2.9453
O -0.8720 -1.9776 2.4049
O 0.7820 -2.1672 3.7614
H 0.7019 -4.4873 2.1164
H -1.1024 -4.3868 2.5056
H 0.0381 -4.7837 3.6527
C -1.2398 5.5034 -1.1078
N -0.4824 5.9361 0.1421
O -1.0343 6.1316 1.2366
O 0.6908 6.1566 -0.0554
H -0.5288 5.3900 -1.9262
H -2.0784 6.1972 -1.1666
H -1.6504 4.5143 -0.9051
C 0.3447 -6.9048 -2.1366
N 0.2947 -8.1037 -1.2020
O 1.1890 -8.0715 -0.3958
O -0.5163 -8.9556 -1.3841
H -0.6273 -6.4142 -2.0848
H 0.5636 -7.2761 -3.1378
H 1.0428 -6.1484 -1.7778
Br 0.4245 -2.0221 -0.6018
C 0.9227 -0.3384 0.2810
C -0.1966 0.6074 -0.1426
Br 0.2541 2.4111 0.4001
H 1.9163 0.0551 0.0662
H 1.0181 -0.5416 1.3476
H -1.1754 0.3684 0.2731
H -0.3783 0.6960 -1.2136
F 3.7542 0.7769 -3.1802
C 3.1828 2.0260 -3.0744
C 2.4281 2.5567 -4.0968
C 1.9463 3.8304 -3.9513
C 2.1382 4.5272 -2.7861
C 2.8815 4.0069 -1.7646
C 3.3776 2.6996 -1.8914
H 2.3410 2.0422 -5.0424
H 1.4797 4.3512 -4.7744
H 1.7342 5.5151 -2.6210
H 3.0444 4.4279 -0.7835
H 3.9918 2.2853 -1.1055
F 9.3289 2.2560 0.5893
C 8.1899 1.5826 0.8939
C 7.5394 1.9519 2.1292
C 6.2747 1.3140 2.4698
C 5.7547 0.3408 1.5919
C 6.3928 -0.0048 0.4443
C 7.6170 0.6164 0.0999
H 7.9145 2.7377 2.7681
H 5.8424 1.5851 3.4217
H 4.8182 -0.1016 1.8982
H 5.9949 -0.7096 -0.2707
H 8.1964 0.2357 -0.7282
F -1.8427 -6.1856 0.3973
C -3.1293 -6.3681 -0.0240
C -4.2393 -6.2678 0.8198
C -5.5527 -6.5675 0.4357
C -5.8341 -7.0998 -0.7945
C -4.7585 -7.2118 -1.6117
C -3.4587 -6.8498 -1.2943
H -4.0183 -5.7969 1.7663
H -6.3630 -6.3820 1.1253
H -6.8475 -7.3629 -1.0594
H -4.9144 -7.5975 -2.6084
H -2.7158 -6.9658 -2.0696
F 4.7139 -4.5304 0.9652
C 4.3739 -4.7254 -0.3307
C 3.2161 -4.2671 -0.9054
C 2.9805 -4.5498 -2.2889
C 3.8158 -5.3317 -3.0936
C 5.0012 -5.7165 -2.4336
C 5.2622 -5.4262 -1.0455
H 2.5956 -3.6705 -0.2531
H 2.0559 -4.1050 -2.6261
H 3.7554 -5.4875 -4.1606
H 5.8036 -6.3155 -2.8383
H 6.0948 -5.7284 -0.4274
F -4.1882 1.5545 2.8131
C -3.8441 2.6348 3.5308
C -4.7146 3.2103 4.5022
C -4.4654 4.4277 5.1164
C -3.2874 5.1105 4.7680
C -2.4938 4.6117 3.8009
C -2.8016 3.3826 3.1018
H -5.5742 2.6529 4.8439
H -5.0751 4.8272 5.9133
H -2.9549 5.9369 5.3787
H -1.5990 5.1382 3.5034
H -2.3582 3.0522 2.1741
F -1.8340 6.4463 -4.1916
C -2.8675 5.5414 -4.2717
C -2.5962 4.3153 -4.5159
C -3.6271 3.3683 -4.6139
C -4.9260 3.7710 -4.3950
C -5.2198 5.0668 -4.0758
C -4.1647 5.9044 -3.9560
H -1.5919 3.9631 -4.7000
H -3.4343 2.3384 -4.8757
H -5.6866 3.0089 -4.3103
H -6.1606 5.5175 -3.7964
H -4.2114 6.9682 -3.7760
F 3.9021 4.1384 2.1668
C 3.3570 4.5251 3.3183
C 4.1459 4.4314 4.4640
C 3.6397 4.9976 5.6384
C 2.3202 5.4894 5.6517
C 1.5213 5.6030 4.5586
C 2.0813 5.1615 3.3497
H 5.1514 4.0378 4.4418
H 4.1819 4.9071 6.5680
H 1.8707 6.0482 6.4592
H 0.5672 6.0893 4.6988
H 1.4266 5.2007 2.4916
F 7.6141 -3.8070 5.2949
C 6.4362 -3.2073 5.0532
C 5.9106 -3.2921 3.8179
C 4.5444 -2.8197 3.5356
C 3.9917 -2.0766 4.5364
C 4.5139 -1.9556 5.8376
C 5.6567 -2.6002 6.0758
H 6.3943 -3.8248 3.0124
H 4.0536 -2.9939 2.5895
H 3.0432 -1.6092 4.3167
H 4.1432 -1.2740 6.5889
H 6.1634 -2.5379 7.0275
F -6.0731 0.8507 -1.9962
C -6.5573 1.9548 -1.3276
C -6.1482 2.2354 -0.0471
C -6.5623 3.4260 0.5855
C -7.2899 4.3724 -0.1356
C -7.6591 4.0680 -1.4626
C -7.3025 2.8807 -2.0857
H -5.5862 1.5085 0.5205
H -6.3743 3.6184 1.6315
H -7.7266 5.2482 0.3210
H -8.2475 4.6748 -2.1349
H -7.5692 2.6629 -3.1093
F -2.0634 -4.8612 -5.2313
C -1.4107 -3.5794 -5.2339
C -0.0953 -3.5121 -4.8011
C 0.5351 -2.2373 -4.6774
C -0.1283 -1.1167 -5.1452
C -1.4009 -1.1794 -5.6816
C -2.0387 -2.4277 -5.6613
H 0.4427 -4.4168 -4.5595
H 1.4823 -2.1214 -4.1717
H 0.3776 -0.1626 -5.1531
H -2.0048 -0.3722 -6.0692
H -3.0415 -2.6247 -6.0105
*
```

As for the gap between HOMO and LUMO: 8.5 eV. As for the strongest force on any atom: 6.51 eV/A. The molecular weight comes out at 1393.1 g/mol. For the energy, the calculation gives -259096.5832 eV.